Record 1
Molecular formula: C24H19BrCl4F6N2O7S2SiTa
Method: DFT, ωB97M-V/def2-TZVPD

Geometry as XYZ:
```
67
Properties=species:S:1:pos:R:3
Ta -0.80 0.34 0.41
F -2.88 2.03 3.94
C -3.71 1.39 3.13
F -3.75 2.01 1.95
F -4.92 1.36 3.65
S -3.11 -0.35 2.95
O -1.76 -0.30 2.38
O -3.24 -0.95 4.22
N -4.17 -0.94 1.90
S -3.81 -1.29 0.45
O -4.86 -1.28 -0.49
O -2.62 -0.43 0.01
C -3.16 -3.02 0.48
F -4.07 -3.76 1.09
F -2.98 -3.44 -0.76
F -2.02 -3.07 1.15
Cl 2.51 0.95 3.37
C 2.56 -0.63 2.70
C 3.59 -1.52 3.08
C 3.65 -2.77 2.53
Cl 4.92 -3.83 3.00
C 2.69 -3.22 1.58
C 2.69 -4.48 0.95
C 1.72 -4.77 0.03
C 0.73 -3.80 -0.24
N 0.68 -2.62 0.33
C 1.66 -2.33 1.22
C 1.63 -1.04 1.79
O 0.65 -0.23 1.35
H 4.32 -1.20 3.81
H 3.47 -5.20 1.19
H 1.69 -5.72 -0.47
H -0.06 -4.03 -0.95
Cl -3.35 0.41 -3.04
C -2.64 1.98 -2.84
Cl -2.11 2.37 -1.15
H -3.37 2.75 -3.05
H -1.75 2.08 -3.44
Br 2.38 7.65 3.56
C 1.64 6.11 2.78
C 2.20 5.61 1.61
C 1.67 4.47 1.04
C 0.58 3.84 1.65
C 0.03 4.35 2.82
C 0.56 5.49 3.40
C 0.04 2.64 1.06
O 0.52 2.04 0.06
O -1.00 2.04 1.54
H 3.04 6.12 1.15
H 2.09 4.06 0.13
H -0.81 3.85 3.29
H 0.15 5.90 4.31
C 0.04 0.21 -5.49
Si 0.82 -0.99 -4.29
C 0.19 -2.73 -4.55
C 2.68 -0.90 -4.29
C 0.26 -0.47 -2.58
C -0.13 -0.14 -1.47
H 0.34 -0.02 -6.51
H 0.34 1.24 -5.27
H -1.05 0.15 -5.44
H 0.03 -2.93 -5.61
H -0.76 -2.90 -4.04
H 0.91 -3.47 -4.18
H 3.07 -1.32 -5.22
H 3.10 -1.47 -3.46
H 3.03 0.13 -4.21
```

Summary:
Kohn-Sham gap	7.33	eV
net charge	+1
HOMO level	-0.4165	Eh
spin multiplicity	1
E_tot	-210042.1889	eV

The computed Löwdin charges, all in e, follow:
1 Ta 1.8247
2 F 0.1650
3 C -0.6791
4 F 0.1414
5 F 0.1845
6 S 0.6827
7 O -0.3897
8 O -0.1846
9 N -0.2504
10 S 0.6919
11 O -0.1997
12 O -0.5274
13 C -0.6821
14 F 0.1872
15 F 0.1741
16 F 0.1526
17 Cl 0.7832
18 C -0.5663
19 C -0.0972
20 C -0.5841
21 Cl 0.7487
22 C -0.1554
23 C -0.0026
24 C -0.0217
25 C -0.1087
26 N 0.1176
27 C -0.1449
28 C -0.2695
29 O -0.2423
30 H 0.1150
31 H 0.1012
32 H 0.1141
33 H 0.1139
34 Cl 0.6311
35 C -0.8914
36 Cl 0.6817
37 H 0.0386
38 H 0.0285
39 Br 0.8114
40 C -0.6701
41 C -0.0950
42 C 0.0156
43 C -0.1436
44 C 0.0163
45 C -0.0935
46 C -0.5651
47 O -0.0977
48 O -0.1733
49 H 0.1107
50 H 0.1317
51 H 0.1219
52 H 0.1112
53 C -0.1807
54 Si 0.4487
55 C -0.1724
56 C -0.1782
57 C -0.1287
58 C -0.2545
59 H 0.0397
60 H 0.0340
61 H 0.0233
62 H 0.0376
63 H 0.0286
64 H 0.0318
65 H 0.0395
66 H 0.0337
67 H 0.0365

Record 2
Molecular formula: C3H6O2
Method: DFT, ωB97M-V/def2-TZVPD

Geometry as XYZ:
```
11
Properties=species:S:1:pos:R:3
C -1.51 0.88 0.42
O -0.61 0.26 -0.47
C 0.50 -0.31 0.11
C 1.46 -0.95 -0.76
O 1.74 0.30 -0.13
H -2.18 0.14 0.88
H -0.98 1.43 1.22
H -2.11 1.58 -0.16
H 0.36 -0.64 1.14
H 2.04 -1.81 -0.42
H 1.29 -0.89 -1.83
```

Summary:
SMILES	CO[C@H]1CO1
Kohn-Sham gap	11.16	eV
net charge	0
HOMO level	-0.3699	Eh
spin multiplicity	1
E_tot	-7301.3717	eV

The computed Löwdin charges, all in e, follow:
1 C -0.0861
2 O -0.0984
3 C -0.3977
4 C -0.0800
5 O -0.0011
6 H 0.0900
7 H 0.0944
8 H 0.0899
9 H 0.1600
10 H 0.1107
11 H 0.1183